1.
{
  "formula": "C5H6O",
  "method": "ωB97M-V/def2-TZVPD",
  "symbols": ["C", "C", "C", "O", "C", "C", "H", "H", "H", "H", "H", "H"],
  "coordinates": [[-1.166825, 0.159460, 0.478971], [-0.564528, 1.261768, 0.029376], [0.760443, 0.942537, -0.400039], [1.653802, 0.353528, 0.487978], [0.953698, -0.572136, -0.328887], [-0.339884, -1.090819, 0.276742], [-2.144471, 0.136310, 0.952326], [-0.976998, 2.262642, 0.036859], [1.230718, 1.190750, -1.426844], [1.589285, -1.224795, -0.924261], [-0.158705, -1.622490, 1.219287], [-0.836536, -1.796755, -0.401507]],
  "forces_ev_per_a": [[-0.3, -0.1, 0.1], [-1.4, 0.1, 0.8], [2.8, -1.8, -5.0], [0.5, -0.2, 1.1], [-0.9, 0.5, 1.0], [0.1, -0.2, 0.3], [0.1, 0.0, -0.1], [0.0, -0.1, 0.0], [-0.7, 1.0, 2.0], [-0.2, 0.4, -0.3], [-0.1, 0.0, -0.1], [0.1, 0.1, 0.1]],
  "homo_energy_ev": -9.52,
  "total_charge": 0,
  "smiles": "C1=C[C@H]2O[C@H]2C1",
  "relative_energy_kcal_mol": 45.9
}



2.
{
  "formula": "C5H6O",
  "method": "ωB97M-V/def2-TZVPD",
  "symbols": ["C", "C", "C", "C", "C", "O", "H", "H", "H", "H", "H", "H"],
  "coordinates": [[-1.182123, 0.384386, -0.086824], [-0.992597, -1.170481, -0.072997], [0.490618, -1.225637, 0.019085], [1.137736, -0.186830, -0.154675], [2.032373, 0.871502, 0.190897], [1.880176, 2.067132, 0.309531], [-1.040139, 0.748653, 0.946932], [-0.372868, 0.687847, -0.758740], [-2.083393, 0.810727, -0.504277], [-1.308872, -1.594728, -1.028151], [-1.515889, -1.717285, 0.723053], [2.954982, 0.324713, 0.416171]],
  "forces_ev_per_a": [[-0.8, -0.2, 0.3], [-0.3, 0.3, -0.2], [0.0, 0.7, -0.2], [1.0, -1.0, 0.5], [0.6, -0.1, 0.2], [-0.2, -0.9, -0.3], [0.1, 0.1, -0.7], [-0.7, 0.7, 0.2], [-0.7, -0.2, 0.2], [0.0, -0.2, 0.1], [0.2, 0.3, -0.2], [0.9, 0.5, 0.3]],
  "homo_energy_ev": -9.83,
  "total_charge": 0,
  "smiles": "CCC#CC=O",
  "relative_energy_kcal_mol": 89.8
}



3.
{
  "formula": "C5H6O",
  "method": "ωB97M-V/def2-TZVPD",
  "symbols": ["C", "C", "C", "C", "C", "O", "H", "H", "H", "H", "H", "H"],
  "coordinates": [[-1.655420, 0.518908, 0.081978], [-0.230693, 0.196003, 0.408384], [0.496330, -1.080606, 0.527779], [1.617816, -0.902422, -0.149421], [1.346850, 0.567931, -0.553497], [0.739248, 1.230817, 0.547964], [-2.257558, -0.168516, 0.779334], [-1.921389, 0.325384, -0.982175], [-1.814441, 1.589675, 0.239074], [-0.054859, -1.772483, 1.136802], [2.607423, -1.268015, -0.378968], [1.126698, 0.763322, -1.657259]],
  "forces_ev_per_a": [[0.1, -1.0, 0.3], [1.7, 1.7, -1.3], [-1.4, -0.8, 0.6], [0.5, 1.9, -0.2], [-1.1, -0.7, -1.0], [-0.2, 0.0, -0.7], [0.3, 1.3, -1.1], [0.1, -0.2, 0.7], [-0.2, -0.3, 0.4], [0.7, -1.3, 0.0], [-0.3, -0.9, 0.5], [-0.2, 0.4, 1.8]],
  "homo_energy_ev": [-7.57, -7.23],
  "total_charge": 0,
  "smiles": "C[C@@]12C=C[C@@H]1O2",
  "relative_energy_kcal_mol": 123.1
}



4.
{
  "formula": "C5H6O",
  "method": "ωB97M-V/def2-TZVPD",
  "symbols": ["C", "C", "C", "C", "C", "O", "H", "H", "H", "H", "H", "H"],
  "coordinates": [[-1.151996, 1.536888, 1.320116], [-0.471388, 0.695621, 0.593954], [0.105039, -0.171303, -0.208891], [1.432751, -0.848279, 0.000755], [-0.685391, -0.526605, -1.417182], [-0.381534, -1.419191, -2.175003], [-1.030579, 2.610937, 1.206348], [-1.864160, 1.182468, 2.061408], [1.832467, -0.649348, 0.997575], [2.157697, -0.501612, -0.743928], [1.323274, -1.927932, -0.137910], [-1.596287, 0.087993, -1.569973]],
  "forces_ev_per_a": [[0.1, -0.1, -0.1], [-0.1, 0.0, 0.0], [-0.1, 0.1, 0.1], [0.1, 0.0, 0.1], [0.0, -0.2, -0.2], [-0.1, 0.4, 0.3], [0.0, -0.1, 0.0], [0.1, 0.0, -0.1], [-0.1, 0.0, -0.1], [-0.1, 0.0, 0.1], [0.0, 0.2, 0.0], [0.1, -0.1, 0.0]],
  "homo_energy_ev": -9.82,
  "total_charge": 0,
  "smiles": "C=C=C(C)C=O",
  "relative_energy_kcal_mol": 33.0
}



Repeat the first record exactly.
{
  "formula": "C5H6O",
  "method": "ωB97M-V/def2-TZVPD",
  "symbols": ["C", "C", "C", "O", "C", "C", "H", "H", "H", "H", "H", "H"],
  "coordinates": [[-1.166825, 0.159460, 0.478971], [-0.564528, 1.261768, 0.029376], [0.760443, 0.942537, -0.400039], [1.653802, 0.353528, 0.487978], [0.953698, -0.572136, -0.328887], [-0.339884, -1.090819, 0.276742], [-2.144471, 0.136310, 0.952326], [-0.976998, 2.262642, 0.036859], [1.230718, 1.190750, -1.426844], [1.589285, -1.224795, -0.924261], [-0.158705, -1.622490, 1.219287], [-0.836536, -1.796755, -0.401507]],
  "forces_ev_per_a": [[-0.3, -0.1, 0.1], [-1.4, 0.1, 0.8], [2.8, -1.8, -5.0], [0.5, -0.2, 1.1], [-0.9, 0.5, 1.0], [0.1, -0.2, 0.3], [0.1, 0.0, -0.1], [0.0, -0.1, 0.0], [-0.7, 1.0, 2.0], [-0.2, 0.4, -0.3], [-0.1, 0.0, -0.1], [0.1, 0.1, 0.1]],
  "homo_energy_ev": -9.52,
  "total_charge": 0,
  "smiles": "C1=C[C@H]2O[C@H]2C1",
  "relative_energy_kcal_mol": 45.9
}



Copy entry 3 word for word.
{
  "formula": "C5H6O",
  "method": "ωB97M-V/def2-TZVPD",
  "symbols": ["C", "C", "C", "C", "C", "O", "H", "H", "H", "H", "H", "H"],
  "coordinates": [[-1.655420, 0.518908, 0.081978], [-0.230693, 0.196003, 0.408384], [0.496330, -1.080606, 0.527779], [1.617816, -0.902422, -0.149421], [1.346850, 0.567931, -0.553497], [0.739248, 1.230817, 0.547964], [-2.257558, -0.168516, 0.779334], [-1.921389, 0.325384, -0.982175], [-1.814441, 1.589675, 0.239074], [-0.054859, -1.772483, 1.136802], [2.607423, -1.268015, -0.378968], [1.126698, 0.763322, -1.657259]],
  "forces_ev_per_a": [[0.1, -1.0, 0.3], [1.7, 1.7, -1.3], [-1.4, -0.8, 0.6], [0.5, 1.9, -0.2], [-1.1, -0.7, -1.0], [-0.2, 0.0, -0.7], [0.3, 1.3, -1.1], [0.1, -0.2, 0.7], [-0.2, -0.3, 0.4], [0.7, -1.3, 0.0], [-0.3, -0.9, 0.5], [-0.2, 0.4, 1.8]],
  "homo_energy_ev": [-7.57, -7.23],
  "total_charge": 0,
  "smiles": "C[C@@]12C=C[C@@H]1O2",
  "relative_energy_kcal_mol": 123.1
}